Entry 1:
7
Properties=species:S:1:pos:R:3:forces:R:3:mulliken_charge:R:1 method="wB97M-V/def2-TZVPD" gap_ev="8.21 / 8.22" charge=0
C 0.9206 -0.2294 0.5586 -4.484 1.233 -0.672 -0.4549
C 1.0570 0.3719 -0.6166 -0.800 0.507 -2.259 -0.2651
F -2.6145 -1.7384 0.1776 2.218 1.981 -0.476 -0.6652
F -1.9704 1.1462 -0.2217 0.428 0.228 0.101 -0.1429
Si -0.7106 0.2277 -0.1207 0.756 -2.688 0.197 0.7504
H 1.3674 -0.4114 1.4326 2.433 -1.192 2.770 0.4137
H 1.9505 0.6334 -1.2098 -0.551 -0.068 0.340 0.3640



Entry 2:
15
Properties=species:S:1:pos:R:3:forces:R:3:mulliken_charge:R:1 method="wB97M-V/def2-TZVPD" gap_ev=8.95 charge=0
C -1.0313 1.3848 0.0355 -0.043 0.028 -0.020 -1.5984
C -0.1525 0.1779 0.3018 -0.144 0.096 0.024 1.0802
C -0.9020 -1.1364 0.3390 0.069 -0.053 0.042 -1.3921
N 1.0549 0.2373 -0.6257 0.213 0.069 -0.153 -0.1994
C 1.0845 0.4954 1.0539 -0.077 -0.248 0.034 -0.6585
C 1.8093 -0.8052 -1.0417 0.570 -0.708 -0.204 0.4193
N 2.5459 -1.6382 -1.3700 -0.872 0.681 0.240 -0.4456
H -1.6782 1.5226 0.9077 0.050 -0.036 -0.134 0.3765
H -1.6593 1.2761 -0.8556 0.071 -0.029 0.103 0.3566
H -0.4103 2.2832 -0.0385 -0.109 -0.118 -0.010 0.4494
H -1.6229 -1.2267 -0.4821 0.156 0.034 0.102 0.3380
H -0.2310 -2.0007 0.3257 -0.028 0.153 0.004 0.3785
H -1.4632 -1.1655 1.2798 0.087 -0.011 -0.138 0.3616
H 1.1405 1.0711 -1.1970 0.069 -0.056 0.196 0.2746
H 1.5155 -0.4757 1.3672 -0.011 0.198 -0.087 0.2596



Entry 3:
123
Properties=species:S:1:pos:R:3:forces:R:3:mulliken_charge:R:1 method="wB97M-V/def2-TZVPD" gap_ev="1.49 / 9.20" s2=0.75 multiplicity=2 charge=-1
C -1.1367 3.7955 -4.6351 -0.793 -1.919 0.492 -0.0913
C -1.7299 3.4926 -3.2399 -0.728 -1.534 0.148 0.8905
C -0.9938 4.4190 -2.3258 0.383 -0.926 -0.593 -0.2120
O -0.7633 5.4964 -3.1859 0.271 3.395 1.616 -0.4729
C -0.5383 5.1531 -4.4898 0.037 -0.908 -1.189 -0.5115
H -1.9388 3.7606 -5.3723 0.272 -0.188 -0.204 0.3876
H -0.3668 3.0516 -4.8397 -0.182 -0.123 -0.339 -0.3724
H -1.5623 2.4628 -2.9242 0.152 -0.205 -0.183 -0.5294
H -2.8142 3.5908 -3.1872 -0.086 0.483 -0.180 -0.0980
H -0.0697 3.9128 -2.0467 0.434 0.154 0.162 0.0628
H -1.4853 4.7017 -1.3949 -0.183 0.358 -0.338 0.3482
H 0.5185 5.0975 -4.7511 0.315 0.355 0.129 0.2876
H -1.0551 5.7558 -5.2366 0.160 0.957 0.505 0.2983
C 2.7965 2.2082 -4.5364 0.111 -0.723 0.815 -0.3861
C 4.0275 1.4151 -4.9897 0.900 0.102 -0.124 -0.6234
C 3.5925 -0.0302 -5.2162 -1.053 1.003 -0.173 -0.6801
O 2.3765 -0.1444 -4.4709 -0.083 0.030 0.925 -0.3948
C 1.7301 1.1372 -4.4545 -1.401 -0.463 -1.079 0.1770
H 2.5554 3.0391 -5.1994 -0.051 -0.080 0.141 0.4219
H 2.9384 2.5336 -3.5059 0.091 0.481 -0.149 0.0031
H 4.8158 1.3427 -4.2404 -0.012 0.675 0.096 0.2607
H 4.4183 1.8935 -5.8878 0.342 -0.312 -0.022 0.3413
H 4.3119 -0.7645 -4.8537 -0.221 -0.035 -0.126 0.3224
H 3.3491 -0.1379 -6.2732 0.121 -0.538 -0.214 0.3903
H 1.0028 1.2794 -3.6552 0.734 -0.456 0.979 -0.3989
H 0.9864 1.0877 -5.2499 0.368 0.497 -1.005 0.6377
C -4.3516 -2.2432 1.5202 0.342 1.381 -1.527 -0.7426
C -3.7891 -2.7899 2.8054 0.312 -0.021 -0.014 -0.0217
C -2.5201 -3.5171 2.3288 -0.465 0.185 1.276 -0.2247
O -2.8374 -3.8863 1.0431 0.227 -1.565 -2.128 -0.4455
C -3.3900 -2.7418 0.4184 -0.314 -0.193 0.935 0.6197
H -4.2737 -1.1562 1.4975 -0.567 0.164 0.149 0.2692
H -5.3672 -2.5677 1.2936 0.012 0.140 0.150 0.3949
H -4.5068 -3.5384 3.1412 0.233 0.154 0.715 0.3164
H -3.5639 -1.9722 3.4901 -0.199 -0.376 0.396 -0.1797
H -2.3512 -4.3971 2.9494 0.235 -0.151 -0.209 0.5015
H -1.6192 -2.9034 2.3275 0.101 0.386 0.252 -0.1550
H -3.9000 -2.9486 -0.5225 0.207 -0.477 0.066 0.3861
H -2.5608 -2.0628 0.2194 -0.104 0.474 -0.033 -0.6980
C -5.2281 1.1057 -3.1673 -1.024 0.959 -0.055 -0.6088
C -4.4326 0.2069 -2.2366 0.331 -0.214 -1.182 -0.0177
C -4.0112 1.1367 -1.1131 -0.641 0.023 -1.228 1.1935
O -5.1361 2.0145 -0.9799 -0.315 -0.126 0.955 -0.5632
C -5.7976 2.1963 -2.2405 0.876 -0.472 0.502 -0.5762
H -6.0794 0.6014 -3.6246 0.266 -0.198 -0.267 0.4157
H -4.6615 1.6228 -3.9417 0.331 -0.442 -0.081 0.1387
H -3.6035 -0.1911 -2.8217 0.173 -0.247 0.407 -0.0418
H -5.0776 -0.6238 -1.9500 0.162 0.020 0.491 0.2641
H -3.1730 1.7488 -1.4460 0.408 -0.151 0.182 -0.6416
H -3.7534 0.5686 -0.2193 -0.315 0.500 0.343 -0.1750
H -5.5522 3.2004 -2.5866 -0.244 0.102 -0.176 0.2791
H -6.8730 2.0747 -2.1113 0.001 0.214 0.234 0.3189
C -2.5691 -0.1764 6.4893 0.588 1.144 -0.448 -0.7480
C -1.1196 -0.6197 6.4650 -0.357 -1.034 2.499 -1.4869
C -0.8908 -1.1077 5.0877 0.103 0.961 0.541 0.1107
O -1.8196 -0.3233 4.3339 -0.703 0.400 -1.132 0.0685
C -2.5611 0.6125 5.1789 0.133 -1.198 0.115 -1.4110
H -2.7881 0.3452 7.4210 -0.281 0.208 -0.196 0.3784
H -3.2660 -0.9972 6.3199 0.076 -0.188 0.325 0.2605
H -1.0424 -1.4153 7.2060 0.530 -0.180 0.066 0.3957
H -0.4323 0.1680 6.7736 -0.144 0.195 -0.141 0.6986
H -1.0855 -2.1800 5.0713 -0.170 -0.069 -0.700 0.3019
H 0.1474 -0.8743 4.8515 0.017 -0.283 -0.741 -0.0632
H -3.5808 0.7377 4.8146 0.134 -0.023 -0.532 0.2630
H -2.0445 1.5722 5.1799 0.029 0.031 0.280 0.5267
C 0.0347 -0.7472 0.1966 -1.075 -0.523 -0.007 1.3873
C -0.3748 0.0232 1.4732 -0.410 0.226 -0.721 2.0503
C -0.4690 1.4957 0.9953 0.866 -1.449 0.293 -1.0704
O -0.2667 1.4526 -0.4431 0.530 1.487 0.129 0.0122
C -0.3735 0.1337 -0.9769 -1.260 0.304 1.164 1.7000
H -0.6101 -1.6245 0.1461 0.651 -0.492 -0.039 -1.2867
H 1.0965 -0.9916 0.2252 -0.126 -0.183 -0.297 0.4525
H 0.3667 -0.1632 2.2501 -0.057 0.370 0.123 -0.1712
H -1.3467 -0.2503 1.8838 0.093 -0.423 -0.127 -0.4130
H 0.3563 1.9885 1.5093 0.064 0.717 -0.559 -0.5368
H -1.4061 1.9639 1.2965 -0.063 0.047 -0.434 0.3806
H 0.1056 0.0074 -1.9478 0.764 0.326 0.375 -1.8513
H -1.4311 0.0540 -1.2284 -0.371 -0.709 0.125 -0.0464
C 0.6178 -4.4443 0.9317 0.689 0.317 0.391 0.5178
C 0.0405 -5.7908 0.6367 0.478 -0.538 0.487 -0.7895
O -0.0336 -5.9643 -0.7790 -0.736 -0.214 0.317 -0.5201
O 1.9960 -4.3479 0.5256 -0.435 -0.143 0.109 -0.4659
H 0.6174 -4.2290 2.0002 -0.009 -0.083 0.095 0.1886
H 0.0235 -3.6710 0.4449 -0.083 -0.036 -0.116 -0.1883
H -0.8647 -5.9579 1.2205 -0.908 0.515 -1.050 0.2834
H 0.6051 -6.6079 1.0859 0.905 0.083 -0.145 0.3881
H 0.8633 -6.1247 -1.0815 0.030 -0.122 0.013 0.3121
H 2.0155 -4.3713 -0.4339 0.055 0.237 -0.143 0.2999
C 2.8433 -2.5097 3.1242 1.264 -0.223 0.193 -0.0086
C 4.2629 -1.9304 2.8992 -1.486 0.271 -1.738 0.1890
O 5.1963 -2.3673 3.8168 0.244 0.069 0.648 -0.2825
O 2.4713 -2.3989 4.5024 -0.131 0.168 -0.393 0.1358
H 2.9022 -3.5588 2.8344 -0.392 -0.072 -0.088 0.0025
H 2.1268 -1.9739 2.5015 -0.103 -0.048 0.003 -0.5691
H 4.1532 -0.8490 2.8184 0.337 0.309 0.462 -0.2790
H 4.6140 -2.2177 1.9081 -0.082 -0.303 -0.158 0.1983
H 4.8969 -1.9233 4.6135 0.289 -0.127 0.733 0.3163
H 2.6265 -3.2633 4.8901 0.032 -0.063 0.271 0.2086
C 3.3001 2.9412 3.1521 -0.803 -0.287 0.518 -1.5605
C 3.8407 3.9617 2.1764 0.942 -0.405 -0.597 -0.0435
O 5.2778 4.1092 2.2772 -0.428 -0.064 0.500 -0.4707
O 3.7370 1.6316 2.8806 0.984 -0.223 -0.920 -0.0380
H 2.2157 2.8590 3.0785 -0.468 0.842 -0.264 0.1832
H 3.4611 3.1039 4.2177 0.432 0.844 -0.040 0.5651
H 3.3523 4.9357 2.2077 -0.207 0.005 0.621 0.5198
H 3.6653 3.6128 1.1588 -0.372 -0.321 -0.085 -0.1376
H 5.5178 4.9715 1.9303 -0.049 0.029 -0.031 0.2580
H 3.4914 1.1042 3.6442 -0.113 -0.366 0.363 0.0511
C 3.3605 0.7081 -0.2526 -0.972 -0.025 -0.266 0.7196
C 4.1154 -0.2918 -1.1403 0.768 0.449 0.256 -0.4973
O 3.2960 -1.0891 -1.9548 -0.470 -0.240 0.525 -0.4995
O 2.3443 1.3147 -1.0617 0.616 -0.121 -0.491 -0.6115
H 3.9089 1.5441 0.1817 0.802 -0.525 -0.059 0.1731
H 2.8560 0.2154 0.5786 0.237 -0.274 0.168 -0.3166
H 4.7420 -0.9702 -0.5612 0.026 0.166 0.172 0.4257
H 4.7520 0.2644 -1.8284 0.466 0.350 0.131 0.1206
H 2.7677 -0.4374 -2.4216 -0.449 -0.089 -0.489 0.0704
H 1.5168 1.2686 -0.5771 -0.439 0.449 -0.122 0.1742
C -0.3927 -1.7875 -4.1879 -0.023 0.316 0.032 0.2446
Cl -1.2158 -2.9323 -3.1458 -0.180 -0.268 0.113 -0.1152
Cl -1.4480 -0.3254 -4.4740 0.770 -0.697 -0.015 -0.1459
H 0.5345 -1.5248 -3.6787 -0.232 0.436 -0.222 -0.4320
H -0.1558 -2.2565 -5.1428 -0.285 0.213 0.103 0.4583



Entry 4:
11
Properties=species:S:1:pos:R:3:forces:R:3:mulliken_charge:R:1 method="wB97M-V/def2-TZVPD" gap_ev=11.25 smiles=C[C@@H](Cl)[Si](F)(F)F charge=0
C 0.3879 -1.3414 -0.6796 -1.722 -0.542 -0.127 -1.0030
C 0.6028 -0.2905 0.4102 -0.210 2.466 0.704 -0.1807
Cl 2.3565 0.4981 0.2082 -1.746 -0.506 -0.012 -0.2088
Si -0.8546 1.3507 0.3434 -0.016 -0.931 0.525 0.8545
F -1.9742 1.2685 1.5008 1.115 -0.276 -0.117 -0.2603
F -1.8467 1.2790 -0.9134 1.075 -0.212 -0.019 -0.2442
F -0.2961 2.8512 0.4268 0.105 -1.192 -0.158 -0.2346
H 1.3545 -1.8419 -0.7985 -0.345 -0.014 -0.440 0.3537
H -0.3673 -2.1250 -0.3032 1.094 1.130 -0.377 0.2953
H -0.0816 -0.9668 -1.6719 1.249 -0.366 1.683 0.2644
H 0.7187 -0.6819 1.4772 -0.599 0.444 -1.661 0.3636



Entry 5:
14
Properties=species:S:1:pos:R:3:forces:R:3:mulliken_charge:R:1 method="wB97M-V/def2-TZVPD" gap_ev=7.06 charge=0
K -1.8143 1.8965 -1.3392 -0.061 -0.076 0.199 0.8926
S -2.8195 0.1768 1.2250 -0.877 1.197 0.081 -0.4230
C -1.1454 0.2559 1.0174 0.752 0.821 -1.425 0.0268
N -0.6576 -0.9599 0.7244 2.285 -3.155 -0.562 -0.3178
C 0.5709 -1.1519 -0.1245 0.009 1.263 -0.387 0.2536
C 1.6124 0.0552 0.0356 -1.071 -0.406 0.552 -0.6699
C 1.0655 1.0440 0.7915 -0.218 0.626 -2.257 -0.1419
N -0.3102 1.2707 0.8716 -0.862 0.340 2.309 -0.6634
H -1.4089 -1.5931 0.4472 0.443 0.008 0.547 0.2980
H 0.9764 -2.1665 -0.0004 -0.082 0.528 0.140 0.3203
H 2.4145 0.3087 -0.7216 -0.563 -1.128 1.474 0.3344
H 1.6014 1.9687 1.0279 0.243 -0.450 -0.115 0.3847
N -0.1750 -0.1835 -2.4349 0.678 -3.737 3.609 -0.6789
C 0.0899 -0.9216 -1.5200 -0.674 4.169 -4.165 0.3845



Entry 6:
66
Properties=species:S:1:pos:R:3:forces:R:3:mulliken_charge:R:1 method="wB97M-V/def2-TZVPD" gap_ev=6.86 charge=+1
Ti -0.7762 -0.3763 0.7469 -1.198 0.302 -0.400 0.4546
S -1.8747 0.0127 -1.2576 -0.087 -0.143 0.170 -0.2933
C -2.1768 -1.7212 -1.5657 0.149 0.045 -0.148 0.6992
C -3.4868 -2.1362 -1.7867 -0.013 0.038 0.020 -0.8175
C -3.7653 -3.4701 -2.0353 0.009 -0.009 0.019 -0.6351
C -2.7411 -4.4068 -2.0637 -0.017 0.003 0.034 -0.7416
C -1.4332 -4.0027 -1.8528 0.008 0.019 0.010 -0.3800
C -1.1463 -2.6663 -1.6036 0.018 -0.160 -0.119 0.3256
S 0.5188 -2.0791 -1.4787 -0.069 0.272 0.286 -0.0860
C 1.2349 -2.9182 -0.0366 0.049 0.056 -0.101 -0.8070
C 1.9357 -1.9043 0.8427 -0.042 0.039 -0.120 0.7672
C 3.2230 -2.1823 1.2544 0.074 -0.011 0.039 -1.1086
C 3.9203 -1.2566 2.0135 0.016 -0.041 -0.019 -0.6956
C 3.2960 -0.0780 2.3517 0.032 0.013 0.047 -1.0579
C 1.9914 0.1468 1.9361 -0.058 -0.037 -0.046 0.5000
C 1.3716 1.4428 2.4006 0.006 0.137 -0.081 -1.3898
S -0.2895 1.8571 1.7859 0.264 -0.340 0.035 -0.1596
C -1.2794 1.7614 3.2645 0.042 0.030 0.030 0.1822
C -0.9415 2.4546 4.4155 -0.002 0.026 -0.025 -0.4979
C -1.7699 2.3666 5.5242 -0.015 -0.005 -0.011 -0.7934
C -2.9336 1.6113 5.4555 -0.003 0.000 -0.016 -0.5842
C -3.2850 0.9566 4.2841 -0.023 0.017 0.008 -0.7637
C -2.4551 1.0275 3.1714 -0.057 -0.044 -0.047 0.8356
S -2.8897 0.2962 1.6237 0.281 0.280 -0.065 -0.3678
N 1.3246 -0.7397 1.1797 0.334 0.092 0.066 1.2269
H -4.2825 -1.4037 -1.7609 -0.006 -0.016 0.032 0.4696
H -4.7886 -3.7792 -2.2007 0.003 0.004 -0.025 0.3957
H -2.9573 -5.4465 -2.2693 -0.006 -0.003 0.041 0.4231
H -0.6271 -4.7249 -1.8832 0.002 0.010 -0.067 0.4611
H 1.9738 -3.6401 -0.3752 -0.013 -0.049 0.044 0.6376
H 0.4344 -3.4456 0.4744 0.027 -0.009 0.067 0.1302
H 3.6803 -3.1188 0.9679 -0.002 0.014 -0.028 0.4999
H 4.9383 -1.4530 2.3227 -0.016 -0.003 0.018 0.4368
H 3.8017 0.6729 2.9436 -0.004 0.006 -0.020 0.5791
H 2.0269 2.2578 2.0972 0.014 0.007 0.018 0.6271
H 1.3113 1.4339 3.4879 0.009 -0.014 0.011 0.7367
H -0.0536 3.0750 4.4459 0.015 -0.035 0.025 0.5256
H -1.5154 2.8984 6.4305 0.004 -0.009 0.002 0.4126
H -3.5800 1.5378 6.3199 -0.003 0.015 -0.004 0.4045
H -4.2023 0.3851 4.2265 0.008 -0.004 0.011 0.4743
C 2.3839 3.9921 -4.3630 -0.041 0.022 -0.016 -1.4767
C 1.4090 3.0617 -5.0804 0.088 -0.068 0.063 0.6744
C 2.1281 1.8430 -5.6538 -0.002 0.060 -0.050 -1.3590
C 0.2479 2.6531 -4.1682 0.100 0.021 -0.040 -1.1473
N 0.6858 2.2207 -2.8385 -0.204 -0.028 -0.173 0.7165
C 0.6529 2.8699 -1.6761 0.063 0.032 0.137 -0.2698
N 1.1146 2.0722 -0.7391 -0.003 -0.072 0.012 -0.2461
N 1.4112 0.9123 -1.3628 0.266 0.268 -0.159 0.1338
N 1.1638 0.9963 -2.6192 0.000 -0.116 0.109 -0.6621
H 3.0706 4.4433 -5.0781 0.011 -0.011 0.007 0.4374
H 2.9837 3.4412 -3.6348 -0.014 0.015 0.015 0.2977
H 1.8687 4.8028 -3.8414 0.011 0.012 -0.021 0.3474
H 0.9469 3.6124 -5.9042 -0.022 -0.007 -0.003 0.3457
H 2.5104 1.2014 -4.8588 0.012 0.002 -0.007 0.2772
H 2.9707 2.1576 -6.2703 -0.003 -0.005 0.005 0.3894
H 1.4605 1.2495 -6.2805 -0.002 -0.023 0.036 0.3768
H -0.3144 1.8253 -4.5970 -0.031 0.004 0.015 0.3590
H -0.4335 3.4884 -4.0121 0.011 0.006 0.063 0.4275
H 0.3059 3.8802 -1.5412 -0.016 -0.016 -0.035 0.4473
Cl -2.6326 -4.2568 2.8456 0.004 0.004 -0.007 -0.1595
C -1.2175 -3.3370 3.3784 -0.093 -0.062 -0.028 -0.7246
C -0.9860 -2.1190 2.5320 -0.058 -0.109 -0.109 0.6627
O -0.5584 -1.0642 3.0034 -0.043 0.003 0.059 -0.4443
O -1.2070 -2.1761 1.2506 0.179 -0.455 0.386 -0.1195
H -0.3454 -3.9870 3.3023 0.034 0.028 0.033 0.2922
H -1.3516 -3.0284 4.4101 0.021 0.003 0.014 0.3980



Number 1: E -15415.0971 eV. Number 2: E -8290.7595 eV. Number 3: E -89123.6821 eV. Number 4: E -30696.1001 eV. Number 5: E -36878.8808 eV. Number 6: E -117921.7984 eV.